The following is a quantum chemistry calculation of the molecule C14H14F14O6S2, from the Open Molecules 2025 dataset.

Gap between HOMO and LUMO in eV: 11.013
Maximum force in eV/Å: 3.41
Structure (SMILES): CC(=O)OC(=O)C[C@@H]1O[C@@H](S(=O)(=O)F)C[C@H]1CCC(F)(F)C(F)(F)C(F)(F)C(F)(F)S(F)(F)(F)(F)F
HOMO energy in eV: -11.0
Total energy in eV: -86741.884

Geometry as XYZ:
```
50
Properties=species:S:1:pos:R:3:nbo_charge:R:1
H -0.294 -3.037 -2.061 0.24
H 0.062 2.811 2.386 0.25
F -1.626 -1.200 -4.002 -0.32
H 1.275 -0.318 2.691 0.26
F -2.534 3.323 0.264 -0.46
C -0.945 -1.730 -0.487 -0.40
F -1.829 1.738 -3.599 -0.28
H 0.022 -3.092 1.808 0.21
F -2.439 0.494 -1.976 -0.31
C -1.010 2.399 -1.459 0.46
C 1.708 -2.236 -0.500 -0.42
H 1.563 -3.328 -0.589 0.22
F -3.207 5.038 -0.964 -0.43
C -0.963 -2.168 -1.966 -0.48
C 0.444 -1.706 0.223 -0.24
O 0.759 1.425 4.734 -0.51
H -1.446 -0.787 -0.250 0.24
H 0.693 -1.593 3.762 0.27
C -1.428 1.266 -2.421 0.58
F -3.462 3.012 -1.790 -0.45
C 0.497 -1.091 2.801 -0.56
O -1.724 -0.453 2.130 -0.52
H -1.532 -2.497 0.055 0.22
H 0.631 -0.611 0.324 0.19
C -0.851 -0.395 2.903 0.81
F 0.777 0.334 -1.848 -0.31
C -0.217 0.277 -2.742 0.59
F 4.151 -3.780 -0.638 -0.47
O 4.985 -1.522 -0.467 -0.91
O -1.058 0.358 4.080 -0.56
F 0.080 2.949 -1.977 -0.29
H -0.424 3.634 3.858 0.26
F -1.033 4.709 -0.618 -0.46
O 2.014 -2.485 1.743 -0.52
S -2.232 3.827 -1.233 2.36
F -0.695 1.951 -0.262 -0.29
C 2.694 -1.909 0.672 -0.17
S 4.352 -2.520 0.310 2.39
H 1.945 -1.829 -1.488 0.25
O 5.061 -2.863 1.484 -0.88
H 2.739 -0.808 0.617 0.22
H -1.961 -2.586 -2.170 0.25
C -0.570 2.711 3.282 -0.74
C -0.218 1.487 4.105 0.80
C -0.632 -1.176 -3.083 0.64
F -1.860 4.400 -2.661 -0.44
H -1.623 2.644 2.972 0.24
F 0.441 -1.684 -3.777 -0.33
F 0.328 0.777 -3.880 -0.30
C 0.590 -2.156 1.707 0.12
```